The following is a quantum chemistry calculation of 2 unconnected molecules or ions with the total composition C10H13N2O2 at a distorted geometry, from the OMol25 dataset.

Strongest force on any atom: 0.096 hartree/bohr
Gap between HOMO and LUMO: 8.76 eV
HOMO energy: -12.81 eV
E_tot: -17647.4262 eV
Energy above the lowest of the compared OMol25 structures with the same formula, charge and spin: 125.6 kJ/mol
Net charge: +1
E_LUMO: -4.0 eV
2S+1: 1

Element x y z (Å)
C: -2.22 2.41 1.01
C: -2.30 2.33 -0.40
C: -1.68 1.15 1.38
C: 0.45 -1.77 0.84
C: 1.67 -2.27 0.07
C: 1.86 -1.21 -1.07
C: -2.45 0.52 -1.97
C: 1.89 1.29 -0.19
C: -1.89 1.02 -0.86
C: 1.38 0.07 -0.23
N: 0.63 -0.48 0.90
N: -0.54 -2.43 1.33
O: -1.25 0.74 2.46
O: -1.60 0.29 0.29
H: -2.39 3.34 1.60
H: -2.73 3.20 -1.00
H: 2.52 -2.32 0.70
H: 1.54 -3.23 -0.36
H: 3.02 -1.20 -1.27
H: 1.41 -1.40 -2.04
H: -2.82 1.09 -2.79
H: -2.37 -0.50 -2.10
H: 2.43 1.62 -0.95
H: 1.65 1.90 0.71
H: 0.02 0.00 1.58
H: -0.62 -3.43 1.27
H: -1.25 -1.83 1.73

Results of the Löwdin charge analysis, in e, for atoms 1 through 6: C 0.073; C 0.047; C -0.446; C -0.317; C -0.064; C -0.044